A) ORCA calculation (ωB97M-V/def2-TZVPD) on one molecule with the formula C3H6O.

Properties
Spin multiplicity: 1
Lowest unoccupied orbital energy in eV: 0.88
Structure (SMILES): OC1CC1

Geometry as XYZ:
```
10
C3H6O (ωB97M-V/def2-TZVPD)
H 0.306 1.309 1.232
H -1.829 -0.037 -0.842
H -0.027 -0.411 1.767
H -0.700 1.008 -0.955
C -0.442 -0.007 -0.363
H 1.310 -1.290 -0.230
C 0.179 0.270 0.947
H 1.649 0.434 -0.750
O -1.417 -0.990 -0.613
C 0.986 -0.256 -0.242
```

=====

B) ORCA calculation (ωB97M-V/def2-TZVPD) on one molecule with the formula C3H6O.

Properties
Spin multiplicity: 1
Lowest unoccupied orbital energy in eV: 1.11

Geometry as XYZ:
```
10
C3H6O (ωB97M-V/def2-TZVPD)
O 0.520 -0.095 0.366
H -2.240 0.631 -0.400
H -2.417 -0.634 0.800
H -1.419 0.823 1.180
H 2.509 -0.689 0.115
H 2.036 0.944 -0.413
C -1.712 0.104 0.406
H 1.525 -0.469 -1.382
C 1.734 -0.101 -0.377
C -0.535 -0.515 -0.295
```

=====

Taking the most stable structure as the zero point, the relative energies in kcal/mol are A) 0.0; B) 4.6.

=====

A) ORCA calculation (ωB97M-V/def2-TZVPD) on one molecule with the formula C3H6O.

Properties
Spin multiplicity: 1
Lowest unoccupied orbital energy in eV: 0.97
Structure (SMILES): OC1CC1

Geometry as XYZ:
```
10
C3H6O (ωB97M-V/def2-TZVPD)
H -1.011 1.621 -0.581
C -0.772 -0.306 0.543
H -0.790 -0.631 1.600
H 0.321 1.688 0.652
H 1.719 -1.310 0.258
O 1.680 -0.500 -0.264
C -0.335 1.050 0.053
C 0.353 -0.196 -0.454
H -0.024 -0.567 -1.450
H -1.141 -0.849 -0.357
```

=====

B) ORCA calculation (ωB97M-V/def2-TZVPD) on one molecule with the formula C3H6O.

Properties
Spin multiplicity: 1
Lowest unoccupied orbital energy in eV: 0.79

Geometry as XYZ:
```
10
C3H6O (ωB97M-V/def2-TZVPD)
H -1.219 0.904 0.988
H -2.039 0.542 -0.563
H 2.585 -0.562 -0.036
H 1.749 1.003 -0.229
H -2.424 -0.438 0.846
O 0.565 -0.407 0.498
C -1.615 0.102 0.352
H 1.392 -0.314 -1.373
C -0.510 -0.748 -0.207
C 1.659 -0.078 -0.340
```

=====

C) ORCA calculation (ωB97M-V/def2-TZVPD) on one molecule with the formula C3H6O.

Properties
Spin multiplicity: 1
Lowest unoccupied orbital energy in eV: 1.04
Structure (SMILES): C/C=C/O

Geometry as XYZ:
```
10
C3H6O (ωB97M-V/def2-TZVPD)
O 1.372 -0.615 1.145
H -1.603 1.584 -1.373
C -0.280 -0.104 -0.491
H -2.363 0.504 -0.678
C -1.359 0.480 -1.214
C 0.273 0.156 0.686
H 0.200 -0.991 -1.085
H 0.171 0.948 1.394
H -1.480 0.006 -2.167
H 2.294 -0.321 0.863
```

=====

D) ORCA calculation (ωB97M-V/def2-TZVPD) on one molecule with the formula C3H6O.

Properties
Spin multiplicity: 1
Lowest unoccupied orbital energy in eV: 1.04
Structure (SMILES): C=CCO

Geometry as XYZ:
```
10
C3H6O (ωB97M-V/def2-TZVPD)
O -0.904 1.500 0.165
H -0.273 2.214 0.251
C -0.392 0.389 -0.575
H 1.341 -2.299 0.877
H 1.233 -1.966 -0.895
H 0.280 0.737 -1.368
C 0.251 -0.553 0.365
H 0.119 -0.394 1.433
H -1.231 -0.013 -1.175
C 1.072 -1.581 0.112
```

=====

Taking the most stable structure as the zero point, the relative energies in kcal/mol are A) 33.7; B) 52.6; C) 16.6; D) 0.0.

=====

A) ORCA calculation (ωB97M-V/def2-TZVPD) on one molecule with the formula C3H6O.

Properties
Spin multiplicity: 1
Lowest unoccupied orbital energy in eV: 1.11

Geometry as XYZ:
```
10
C3H6O (ωB97M-V/def2-TZVPD)
H 1.143 2.321 0.584
H 1.840 0.792 -0.094
O 0.045 -0.517 0.371
H -0.510 -2.122 -0.678
H 0.806 1.872 -1.078
C 0.974 1.464 -0.071
C -0.312 0.735 0.195
H -1.191 -2.087 0.974
C -0.959 -1.490 0.091
H -1.837 -0.970 -0.294
```

=====

B) ORCA calculation (ωB97M-V/def2-TZVPD) on a 2-piece molecular cluster, C3H6O overall.

Properties
Spin multiplicity: 1
Lowest unoccupied orbital energy in eV: 0.93
Structure (SMILES): C=C.C=O

Geometry as XYZ:
```
10
C3H6O (ωB97M-V/def2-TZVPD)
H -1.249 -1.331 4.536
C 2.723 1.444 -3.464
H 3.745 1.808 -3.648
H -3.305 -2.104 2.232
H -3.215 -2.911 3.825
C -2.784 -2.144 3.176
H -1.498 -0.640 2.871
C -1.798 -1.388 3.611
O 1.806 2.188 -3.297
H 2.555 0.363 -3.597
```

=====

C) ORCA calculation (ωB97M-V/def2-TZVPD) on a 2-piece molecular cluster, C3H6O overall.

Properties
Spin multiplicity: 1
Lowest unoccupied orbital energy in eV: -0.26

Geometry as XYZ:
```
10
C3H6O (ωB97M-V/def2-TZVPD)
H -1.178 -0.002 -1.634
C -0.188 -0.449 -1.856
H 1.640 0.073 0.634
C 0.671 0.469 0.307
O -1.386 -0.674 0.901
C -0.415 -0.033 1.218
H -0.249 0.248 2.280
H 0.633 0.244 -0.817
H 0.724 1.562 0.365
H -0.279 -1.447 -1.380
```

=====

Taking the most stable structure as the zero point, the relative energies in kcal/mol are A) 22.3; B) 0.0; C) 70.0.

=====

A) ORCA calculation (ωB97M-V/def2-TZVPD) on a 2-piece molecular cluster, C3H8NO overall.

Properties
Total charge: +1
Spin multiplicity: 1
Lowest unoccupied orbital energy in eV: -5.55

Geometry as XYZ:
```
13
C3H8NO (ωB97M-V/def2-TZVPD)
H -0.786 -0.375 -1.681
H 1.234 -2.588 2.091
C 0.483 1.976 -0.896
H 1.377 1.404 -0.707
N -0.332 -1.519 1.242
C 0.875 -1.700 1.590
C -0.706 1.460 -1.187
H -1.494 1.928 -1.754
O -0.984 0.098 -0.882
H -0.706 -0.636 0.852
H 1.547 -0.980 1.144
H -1.170 -1.985 1.602
H 0.663 2.917 -1.414
```

=====

B) ORCA calculation (ωB97M-V/def2-TZVPD) on a 2-piece molecular cluster, C3H8NO overall.

Properties
Total charge: +1
Spin multiplicity: 1
Lowest unoccupied orbital energy in eV: -5.97

Geometry as XYZ:
```
13
C3H8NO (ωB97M-V/def2-TZVPD)
H -1.615 -0.012 -0.773
C -1.484 1.139 0.999
N -0.318 -0.897 0.600
H 0.055 -0.705 1.576
H 2.606 1.821 -1.031
C 0.095 -1.951 -0.034
H 1.089 -2.195 0.177
O 2.065 1.117 -1.301
H -0.593 -2.308 -0.867
H -1.623 0.993 2.128
C -1.076 0.195 0.147
H 2.117 1.343 -2.263
H -1.546 2.107 0.580
```

=====

C) ORCA calculation (ωB97M-V/def2-TZVPD) on an isolated ion of composition C3H8NO and charge +1.

Properties
Total charge: +1
Spin multiplicity: 1
Lowest unoccupied orbital energy in eV: -4.06
Structure (SMILES): C[NH2+]CC=O

Geometry as XYZ:
```
13
C3H8NO (ωB97M-V/def2-TZVPD)
H -2.121 1.177 -0.520
H 1.880 -0.435 0.706
H -0.578 -0.964 0.880
N 0.336 0.179 -0.639
H 2.512 -0.252 -1.049
C -0.530 0.035 0.727
H 1.541 -1.529 -0.559
O -2.858 0.249 1.164
H -0.064 0.688 1.490
H -0.227 -0.281 -1.338
C -1.942 0.512 0.388
H 0.345 1.169 -0.907
C 1.707 -0.547 -0.343
```

=====

Taking the most stable structure as the zero point, the relative energies in kcal/mol are A) 11.1; B) 31.7; C) 0.0.

=====

A) ORCA calculation (ωB97M-V/def2-TZVPD) on a 2-piece molecular cluster, C3H8NO overall.

Properties
Total charge: +1
Spin multiplicity: 1
Lowest unoccupied orbital energy in eV: -8.65

Geometry as XYZ:
```
13
C3H8NO (ωB97M-V/def2-TZVPD)
C 1.113 0.385 -0.375
H -1.156 -0.340 1.828
H 3.130 0.445 0.258
H 2.927 0.564 -1.554
H -2.575 0.126 -0.135
H 1.387 -0.211 1.477
C 2.459 0.377 -0.592
H -3.678 -0.245 -1.141
N 0.621 0.085 0.869
C -0.756 -0.554 0.786
H -0.530 -1.568 0.420
H 0.323 0.419 -1.136
O -3.265 0.517 -0.704
```

=====

B) ORCA calculation (ωB97M-V/def2-TZVPD) on a 2-piece molecular cluster, C3H8NO overall.

Properties
Total charge: +1
Spin multiplicity: 1
Lowest unoccupied orbital energy in eV: -4.86

Geometry as XYZ:
```
13
C3H8NO (ωB97M-V/def2-TZVPD)
H -2.325 -2.752 0.306
N 0.951 1.829 -0.510
H 0.147 1.161 -0.290
H -0.840 -3.094 -0.488
H -1.591 -0.743 -1.209
H 0.921 2.564 -1.208
C -1.166 -1.029 -0.235
C -1.285 -2.443 0.220
H 1.957 1.109 1.096
C 1.923 1.834 0.299
H -0.641 -2.520 1.095
H 2.730 2.532 0.114
O -0.330 -0.288 0.254
```

=====

Taking the most stable structure as the zero point, the relative energies in kcal/mol are A) 114.3; B) 0.0.

=====

A) ORCA calculation (ωB97M-V/def2-TZVPD) on one molecule with the formula C7H11NO3S.

Properties
Spin multiplicity: 1
Lowest unoccupied orbital energy in eV: -1.13
Structure (SMILES): CCCCCOC(=O)ON=C=S

Geometry as XYZ:
```
23
C7H11NO3S (ωB97M-V/def2-TZVPD)
S -1.988 1.767 -3.040
H 0.455 0.380 -1.327
C 1.334 0.012 0.543
H 1.329 1.089 0.686
O -0.848 -1.555 -2.513
O 1.011 -1.598 -1.249
N -1.237 -0.800 -3.678
H 0.114 -1.574 1.359
O 1.187 -1.884 -3.471
H -0.501 2.263 1.941
C -1.731 0.283 -3.384
H 2.178 0.127 -1.473
C 1.290 -0.207 -0.946
H -1.387 1.817 3.370
H 0.725 0.425 3.026
C -1.049 1.449 2.409
C 0.047 -0.506 1.193
H 2.209 -0.430 1.003
H -1.931 1.260 1.804
H -0.785 -0.323 0.517
H -0.730 -0.501 3.195
C 0.522 -1.682 -2.496
C -0.213 0.186 2.531
```

=====

B) ORCA calculation (ωB97M-V/def2-TZVPD) on C7H11NO3S as an isolated structure.

Properties
Spin multiplicity: 1
Lowest unoccupied orbital energy in eV: 0.06

Geometry as XYZ:
```
23
C7H11NO3S (ωB97M-V/def2-TZVPD)
H 0.075 -1.111 2.099
H -0.684 0.364 2.376
C -0.218 1.093 -1.946
H 0.523 -1.791 -2.295
H -0.444 2.047 -1.326
C 0.040 -0.167 1.670
C 0.026 0.023 -1.123
H 2.236 -0.158 2.474
H -2.647 -0.290 1.187
N 0.103 -1.338 -1.511
C 1.489 0.448 2.011
C -0.620 -0.379 0.229
O 2.433 1.713 -0.314
C -0.378 -1.788 -0.326
O -0.781 -2.856 -0.027
H -2.376 0.999 0.082
H 1.529 1.394 2.467
H -2.551 -0.547 -0.673
O 2.810 -0.626 -0.166
C -2.071 -0.012 0.233
H -0.997 0.983 -2.684
H 0.621 1.544 -2.547
S 1.883 0.456 0.112
```

=====

Taking the most stable structure as the zero point, the relative energies in kcal/mol are A) 0.0; B) 17.9.